No. 1
A molecular structure, C25H25AuClGeN4O2. Source: the Open Molecules 2025 dataset; level of theory: ωB97M-V/def2-TZVPD.

Summary:
E_HOMO (alpha / beta) (eV): -9.81 / -9.81
F_max (Eh/bohr): 0.0629
Gap between HOMO and LUMO (alpha / beta) (Ha): 0.1378 / 0.1350
Charge: +1
LUMO energy (alpha / beta) (eV): -6.064 / -6.135

Last column: Mulliken charge in e.
Positions of all 59 atoms, in Å:
Au1 0.260 0.660 -0.070  1.325
O1 -3.894 -2.152 4.875  -0.652
C1 -2.715 -2.349 4.974  0.415
O2 -1.908 -2.984 5.596  -0.651
C2 -1.901 -1.403 3.835  -0.648
C3 -2.608 -0.490 3.090  -0.513
C4 -1.911 0.233 2.113  0.917
N1 -0.607 0.050 1.948  -0.227
C5 0.085 -0.812 2.679  0.836
C6 -0.550 -1.583 3.663  -0.645
C7 1.517 -0.940 2.382  0.308
C8 2.400 -1.638 3.208  -0.677
C9 3.730 -1.745 2.840  -0.615
C10 4.155 -1.137 1.668  -0.842
C11 3.219 -0.450 0.912  -0.351
N2 1.945 -0.358 1.254  0.261
C12 -2.565 1.199 1.221  -0.047
C13 -3.942 1.426 1.221  -0.621
C14 -4.476 2.318 0.306  -0.596
C15 -3.627 3.006 -0.548  -0.800
C16 -2.270 2.744 -0.464  -0.248
N3 -1.763 1.859 0.376  -0.001
H1 -3.662 -0.355 3.259  0.602
H2 -0.013 -2.305 4.255  0.526
H3 2.060 -2.088 4.126  0.421
H4 4.424 -2.293 3.458  0.466
H5 5.182 -1.204 1.349  0.442
H6 3.493 0.036 -0.013  0.505
H7 -4.592 0.920 1.915  0.424
H8 -5.541 2.484 0.260  0.465
H9 -4.011 3.721 -1.259  0.433
H10 -1.557 3.262 -1.093  0.582
Cl1 0.727 3.954 -4.920  -0.174
C17 1.436 3.497 -3.426  -0.203
C18 2.636 4.058 -3.001  -0.181
C19 3.121 3.697 -1.755  -0.786
C20 2.403 2.798 -0.985  -0.338
N4 1.281 2.232 -1.417  -0.060
C21 0.804 2.564 -2.607  -0.492
H11 3.161 4.771 -3.616  0.477
H12 4.040 4.121 -1.382  0.433
H13 2.728 2.513 0.004  0.557
H14 -0.104 2.075 -2.929  0.717
C22 1.141 -3.127 -1.062  -1.109
Ge1 0.004 -2.012 -2.242  0.533
C23 1.093 -1.081 -3.613  -1.226
C24 -1.441 -3.099 -3.091  -1.182
C25 -0.996 -0.694 -1.174  -0.993
H15 1.466 -4.019 -1.590  0.443
H16 0.593 -3.439 -0.179  0.359
H17 2.028 -2.587 -0.740  0.261
H18 1.410 -1.786 -4.376  0.440
H19 1.984 -0.635 -3.178  0.327
H20 0.521 -0.297 -4.098  0.360
H21 -1.016 -3.881 -3.714  0.376
H22 -2.074 -2.471 -3.711  0.388
H23 -2.062 -3.563 -2.331  0.390
H24 -1.616 -1.170 -0.420  0.416
H25 -1.627 -0.053 -1.781  0.472


No. 2
A molecular structure, C3H4FNO. Source: the Open Molecules 2025 dataset; level of theory: ωB97M-V/def2-TZVPD.

Summary:
E_HOMO (eV): -8.23
F_max (Eh/bohr): 0.1648
Gap between HOMO and LUMO (Ha): 0.3042
LUMO energy (eV): 0.051

Last column: Mulliken charge in e.
Positions of all 10 atoms, in Å:
C1 -0.065 0.465 0.518  0.057
C2 -0.082 -0.154 -0.804  0.021
C3 1.377 -0.423 -1.248  0.159
H1 -1.506 0.776 2.369  0.303
H2 -1.905 -0.632 1.361  0.328
H3 0.967 1.291 0.571  0.265
H4 1.260 -1.136 -2.185  0.238
N1 -1.082 0.431 1.368  -0.557
O1 2.341 0.137 -0.737  -0.537
F1 -1.306 -0.755 -1.214  -0.276


No. 3
3 unconnected molecules or ions with the total composition C43H81Br2FN3O8PS2. Source: the Open Molecules 2025 dataset; level of theory: ωB97M-V/def2-TZVPD.

Summary:
E_HOMO (alpha / beta) (eV): -8.94 / -9.23
F_max (Eh/bohr): 0.1957
Gap between HOMO and LUMO (alpha / beta) (Ha): 0.2901 / 0.3011
Multiplicity: 3
LUMO energy (alpha / beta) (eV): -1.042 / -1.042

Last column: Mulliken charge in e.
Positions of all 141 atoms, in Å:
C1 5.720 -1.257 -0.619  -0.980
C2 4.158 -1.129 -0.065  0.057
C3 3.620 0.440 -0.044  -0.516
C4 3.544 1.117 -1.557  -0.428
C5 1.956 1.379 -1.934  0.731
C6 1.520 2.942 -1.701  -0.651
C7 0.354 3.177 -0.571  -0.755
C8 -0.921 2.150 -0.667  0.314
C9 -2.379 2.850 -0.301  -0.707
C10 -3.341 1.694 0.398  0.349
C11 -4.939 1.876 0.051  -0.752
C12 -5.473 0.406 -0.540  -0.263
C13 -5.586 -0.752 0.616  -0.547
C14 -5.256 -2.290 0.050  -0.493
C15 -3.599 -2.451 -0.107  0.484
C16 -3.262 -3.883 -0.806  -0.881
C17 -1.668 -4.069 -1.285  0.738
C18 -1.429 -5.690 -0.957  -1.267
C19 -0.989 -6.025 0.576  -0.015
C20 -1.530 -7.578 0.882  -1.074
Br1 0.998 -6.092 0.896  -0.108
C21 -1.483 -3.790 -2.932  0.309
O1 -2.074 -2.465 -3.161  0.043
N1 -3.292 -2.480 -3.690  -0.098
O2 -3.994 -1.555 -3.257  -0.273
P1 -2.334 -5.247 -3.803  0.080
S1 -2.806 -5.055 -5.661  -0.330
C22 0.131 -3.593 -3.337  -0.407
Br2 0.684 -4.821 -4.876  0.044
C23 0.359 -2.067 -3.988  0.400
C24 1.923 -1.859 -4.548  0.190
O3 2.147 -1.923 -5.886  -0.517
F1 3.094 -1.613 -3.675  -0.186
C25 1.190 -3.979 -2.167  -0.506
O4 1.113 -3.256 -0.907  0.177
S2 -0.479 -2.930 -0.397  -0.691
O5 -0.644 -2.927 1.175  0.379
O6 -0.667 -1.400 -0.749  -0.281
H1 6.365 -0.453 -0.025  0.262
H2 6.107 -2.364 -0.415  0.319
H3 5.733 -1.075 -1.789  0.256
H4 4.127 -1.575 1.038  0.257
H5 3.465 -1.837 -0.711  -0.242
H6 2.559 0.415 0.451  0.208
H7 4.380 1.111 0.570  0.308
H8 4.018 0.339 -2.292  0.093
H9 4.203 2.105 -1.648  0.325
H10 1.298 0.595 -1.335  -0.571
H11 1.791 1.148 -3.091  0.142
H12 2.488 3.520 -1.321  0.232
H13 1.246 3.439 -2.739  0.282
H14 0.001 4.308 -0.684  0.116
H15 0.894 3.123 0.488  0.228
H16 -0.745 1.323 0.174  -0.097
H17 -0.906 1.635 -1.721  0.107
H18 -2.264 3.705 0.500  0.240
H19 -2.892 3.281 -1.275  0.301
H20 -3.236 1.705 1.574  0.289
H21 -2.981 0.658 -0.046  -0.359
H22 -5.592 2.267 0.946  0.310
H23 -5.028 2.639 -0.859  0.265
H24 -4.669 0.076 -1.326  -0.017
H25 -6.537 0.516 -1.060  0.370
H26 -4.913 -0.498 1.539  0.215
H27 -6.713 -0.775 1.003  0.346
H28 -5.830 -2.511 -0.949  0.252
H29 -5.582 -3.010 0.934  0.287
H30 -3.274 -1.499 -0.749  -0.452
H31 -3.181 -2.326 0.997  0.016
H32 -4.021 -4.034 -1.689  0.310
H33 -3.541 -4.723 -0.003  0.388
H34 -0.668 -6.208 -1.672  0.494
H35 -2.469 -6.256 -1.120  0.428
H36 -1.574 -5.355 1.372  0.157
H37 -2.656 -7.733 0.604  0.299
H38 -1.374 -7.892 2.008  0.314
H39 -0.904 -8.335 0.202  0.319
H40 -3.560 -5.635 -3.092  0.131
H41 -1.472 -6.433 -3.701  0.196
H42 0.211 -1.211 -3.196  -0.075
H43 -0.301 -1.907 -4.971  0.439
H44 1.205 -5.142 -1.892  0.187
H45 2.291 -3.790 -2.594  0.385
C26 -0.084 -5.966 6.398  -1.405
C27 0.452 -4.589 6.869  1.666
C28 -0.640 -3.705 7.549  -1.412
C29 -1.590 -2.988 6.603  -0.513
C30 -0.816 -2.244 5.520  -1.444
C31 0.162 -3.177 4.763  2.463
N2 1.092 -3.924 5.689  0.222
O7 2.027 -2.995 6.188  -0.518
C32 -0.692 -4.147 3.897  -1.803
C33 0.941 -2.347 3.695  -1.787
C34 1.433 -4.981 8.031  -1.730
H46 -0.222 -6.067 5.325  0.252
H47 0.615 -6.781 6.638  0.431
H48 -1.041 -6.214 6.878  0.270
H49 -0.149 -2.934 8.154  0.390
H50 -1.228 -4.307 8.256  0.399
H51 -2.297 -3.699 6.167  0.275
H52 -2.193 -2.270 7.172  0.446
H53 -1.531 -1.790 4.821  0.318
H54 -0.271 -1.407 5.976  0.443
H55 -0.061 -4.865 3.361  0.378
H56 -1.267 -3.596 3.142  -0.029
H57 -1.439 -4.701 4.470  0.525
H58 1.503 -1.513 4.129  0.473
H59 0.255 -1.907 2.961  0.084
H60 1.642 -2.984 3.142  0.451
H61 2.292 -5.557 7.659  0.466
H62 0.912 -5.608 8.768  0.387
H63 1.814 -4.114 8.578  0.358
C35 3.177 7.994 -4.553  -1.768
C36 2.510 7.244 -3.371  1.828
C37 0.955 7.173 -3.487  -0.932
C38 0.206 8.433 -3.083  -0.651
C39 0.675 8.926 -1.718  -1.117
C40 2.211 9.124 -1.671  1.690
N3 2.972 7.894 -2.102  0.224
O8 2.848 6.938 -1.073  -0.479
C41 2.552 10.355 -2.560  -1.912
C42 2.625 9.598 -0.242  -1.772
C43 2.997 5.766 -3.583  -1.022
H64 3.544 8.991 -4.321  0.396
H65 4.077 7.474 -4.912  0.446
H66 2.498 8.086 -5.410  0.297
H67 0.586 6.362 -2.848  -0.018
H68 0.665 6.899 -4.512  0.484
H69 0.326 9.206 -3.846  0.286
H70 -0.868 8.215 -3.037  0.427
H71 0.160 9.867 -1.485  0.392
H72 0.357 8.212 -0.947  0.310
H73 3.633 10.529 -2.602  0.383
H74 2.093 11.268 -2.158  0.421
H75 2.172 10.275 -3.581  0.406
H76 2.328 8.895 0.543  0.354
H77 2.150 10.555 0.007  0.406
H78 3.710 9.747 -0.180  0.437
H79 4.085 5.676 -3.455  0.526
H80 2.757 5.434 -4.603  0.415
H81 2.514 5.057 -2.905  -0.343


No. 4
A molecular structure, C33H18BrF4N4PPd. Source: the Open Molecules 2025 dataset; level of theory: ωB97M-V/def2-TZVPD.

Summary:
E_HOMO (eV): -2.49
F_max (Eh/bohr): 0.0093
Gap between HOMO and LUMO (Ha): 0.2454
Charge: -2
LUMO energy (eV): 4.190

Last column: Mulliken charge in e.
Positions of all 62 atoms, in Å:
Pd1 -0.028 -1.314 -1.299  -0.516
F1 -0.659 -6.373 3.466  -0.332
C1 -0.646 -5.159 2.868  0.327
C2 -1.752 -4.351 3.007  0.464
F2 -2.814 -4.769 3.733  -0.357
C3 -1.760 -3.107 2.404  -0.218
F3 -2.872 -2.356 2.593  -0.380
C4 -0.673 -2.699 1.655  0.674
P1 -0.478 -1.074 0.864  1.844
C5 -1.916 0.022 1.164  0.254
C6 -2.215 0.505 2.438  -0.155
C7 -3.266 1.387 2.624  -0.869
C8 -4.027 1.798 1.534  -0.487
C9 -3.736 1.323 0.266  -0.602
C10 -2.680 0.436 0.080  -0.316
C11 0.753 -0.233 1.946  0.311
C12 1.579 -0.904 2.837  -0.485
C13 2.522 -0.203 3.583  -0.580
C14 2.655 1.168 3.439  -0.677
C15 1.830 1.848 2.550  -0.683
C16 0.886 1.152 1.816  -0.109
C17 0.467 -3.504 1.465  -1.586
Br1 -2.113 -2.765 -1.519  -0.586
C18 0.426 -4.703 2.116  0.445
F4 1.498 -5.575 2.072  -0.370
H1 -1.617 0.191 3.284  0.488
H2 -3.494 1.755 3.617  0.395
H3 -4.848 2.491 1.678  0.365
H4 -4.323 1.641 -0.586  0.424
H5 -2.451 0.045 -0.903  0.205
H6 1.504 -1.979 2.920  0.238
H7 3.164 -0.742 4.268  0.403
H8 3.401 1.707 4.012  0.324
H9 1.931 2.919 2.420  0.368
H10 0.244 1.685 1.126  0.400
C19 -2.159 3.101 -2.565  -0.531
C20 -1.416 3.714 -1.569  -0.748
C21 -0.223 3.137 -1.174  -0.388
C22 0.196 1.948 -1.779  0.316
N1 -0.523 1.364 -2.739  -0.164
C23 -1.664 1.928 -3.117  -0.490
C24 1.465 1.296 -1.356  1.611
C25 2.596 2.099 -1.190  -0.446
C26 3.789 1.561 -0.740  -0.785
C27 3.849 0.205 -0.440  -0.524
C28 2.728 -0.595 -0.602  -0.203
C29 1.517 -0.073 -1.067  -0.569
H11 -3.102 3.511 -2.904  0.429
H12 -1.768 4.623 -1.095  0.389
H13 0.378 3.584 -0.392  0.401
H14 -2.206 1.412 -3.903  0.397
H15 2.538 3.156 -1.432  0.450
H16 4.662 2.193 -0.621  0.383
H17 4.771 -0.230 -0.071  0.405
H18 2.768 -1.644 -0.331  0.381
N2 0.505 -1.524 -3.339  -0.423
C30 0.746 -1.268 -4.436  0.411
C31 1.039 -0.957 -5.771  -0.155
C32 0.038 -0.421 -6.609  0.205
N3 -0.770 0.019 -7.311  -0.583
C33 2.346 -1.131 -6.275  0.177
N4 3.409 -1.270 -6.711  -0.563